# 1
DFT (ωB97M-V with the def2-TZVPD basis set) results for a structure of composition C4HIO at a distorted geometry.

Computed properties:
- Max |F|: 3.2 eV/A
- HOMO-LUMO gap: 8.005 eV
- Total charge: 0
- Relative energy (zero: lowest compared OMol25 entry of this formula, charge and spin): 57.6 kcal per mole

```
7
Properties=species:S:1:pos:R:3:lowdin_charge:R:1
C 1.127 -0.243 -0.890 -0.198
C 2.445 -0.272 -1.537 -0.037
C 0.137 -0.101 -0.182 0.157
C 2.333 0.081 0.661 -0.546
O 3.130 -0.113 -0.462 -0.241
I 2.292 -1.616 1.883 0.807
H -0.594 0.050 0.528 0.057
```

# 2
DFT (ωB97M-V with the def2-TZVPD basis set) results for an isolated molecule of C4HNO at a distorted geometry.

Computed properties:
- Max |F|: 1.1 eV/A
- HOMO-LUMO gap: 10.120 eV
- Total charge: 0
- Relative energy (zero: lowest compared OMol25 entry of this formula, charge and spin): 0.0 kcal per mole
- Structure (SMILES): N#CC#CC=O

```
7
Properties=species:S:1:pos:R:3:lowdin_charge:R:1
N -2.459 -0.660 2.301 0.176
C -1.581 -0.582 1.548 -0.214
C -0.565 -0.386 0.630 0.004
C 0.267 -0.077 -0.188 0.079
C 1.215 0.427 -1.179 -0.254
O 1.068 1.514 -1.682 0.087
H 2.057 -0.237 -1.430 0.123
```

# 3
DFT (ωB97M-V with the def2-TZVPD basis set) results for an isolated molecule of C4HNO at a distorted geometry.

Computed properties:
- Max |F|: 1.2 eV/A
- HOMO-LUMO gap: 10.245 eV
- Total charge: 0
- Relative energy (zero: lowest compared OMol25 entry of this formula, charge and spin): 4.1 kcal per mole
- Structure (SMILES): C#CC(=O)C#N

```
7
Properties=species:S:1:pos:R:3:lowdin_charge:R:1
C 1.961 0.254 -0.118 0.177
C 0.783 0.016 -0.038 -0.028
C -0.567 -0.503 0.055 -0.420
O -0.795 -1.688 0.111 0.146
C -1.708 0.434 0.077 -0.109
N -2.688 1.047 0.103 0.184
H 3.013 0.441 -0.191 0.050
```

# 4
DFT (ωB97M-V with the def2-TZVPD basis set) results for a structure of composition C50H101Br2Cl6CsFIN3O4S2Si at a distorted geometry.

Computed properties:
- Max |F|: 15.5 eV/A
- HOMO-LUMO gap: 1.226 eV
- Total charge: +1
- Relative energy (zero: lowest compared OMol25 entry of this formula, charge and spin): 18.1 kcal per mole

```
172
Properties=species:S:1:pos:R:3:lowdin_charge:R:1
C 7.104 2.705 -0.340 -0.105
C 6.028 2.036 -1.202 -0.240
C 5.084 1.190 -0.332 -0.215
C 3.609 1.434 -0.640 -0.233
C 3.191 0.845 -1.980 -0.287
C 2.043 1.634 -2.645 -0.246
Si 0.761 0.632 -3.583 0.588
C -0.328 1.954 -4.437 -0.237
C -1.008 2.852 -3.377 -0.320
C -2.547 2.854 -3.342 -0.437
S -3.048 2.407 -1.639 0.890
C -4.539 1.411 -1.777 -1.064
S -5.931 2.176 -2.159 0.672
N -4.387 0.063 -1.487 -0.172
C -4.676 -0.258 -0.082 -0.131
C -4.674 -1.774 0.209 -0.143
O -4.939 -2.586 -0.936 -0.100
C -5.846 -1.913 -1.743 -0.249
C -5.065 -0.828 -2.443 -0.176
C 1.456 -0.476 -4.956 -0.211
C 2.878 -1.025 -4.766 -0.224
C 2.989 -2.285 -3.897 -0.384
C 2.212 -3.432 -4.547 -0.067
C 4.460 -2.719 -3.883 -0.192
C 5.397 -1.744 -3.173 -0.181
C 6.564 -2.537 -2.588 -0.075
C 7.272 -1.999 -1.512 -0.349
C 8.206 -0.855 -1.766 -0.060
C 7.082 -2.506 -0.138 -0.064
C -0.456 -0.327 -2.484 -0.786
I 0.365 -1.153 -0.683 1.008
C -1.241 -1.405 -3.221 -0.367
C -2.056 -0.883 -4.407 -0.112
H 6.765 3.652 0.067 0.045
H 7.316 2.077 0.524 0.066
H 8.046 2.830 -0.863 0.051
H 5.498 2.830 -1.723 0.107
H 6.522 1.380 -1.911 0.074
H 5.220 1.519 0.694 0.037
H 5.309 0.130 -0.417 0.093
H 3.512 2.512 -0.744 0.046
H 2.954 1.134 0.175 0.097
H 3.008 -0.221 -1.917 0.036
H 4.064 0.969 -2.620 0.092
H 2.487 2.348 -3.341 0.088
H 1.528 2.239 -1.898 0.017
H -0.995 1.551 -5.189 0.058
H 0.384 2.586 -4.971 0.070
H -0.671 2.493 -2.405 0.039
H -0.643 3.869 -3.438 0.102
H -2.862 3.876 -3.513 0.064
H -3.016 2.252 -4.110 0.069
H -3.868 0.169 0.510 0.133
H -5.584 0.238 0.273 0.104
H -3.723 -2.074 0.635 0.085
H -5.481 -1.953 0.926 0.118
H -6.730 -1.533 -1.205 0.114
H -6.190 -2.634 -2.488 0.116
H -4.278 -1.366 -2.961 0.099
H -5.640 -0.312 -3.209 0.075
H 0.764 -1.285 -5.162 0.048
H 1.468 0.140 -5.857 0.078
H 3.221 -1.359 -5.749 0.111
H 3.586 -0.262 -4.460 0.090
H 2.573 -2.142 -2.900 0.100
H 2.353 -4.317 -3.935 0.082
H 1.149 -3.231 -4.616 0.052
H 2.588 -3.608 -5.553 0.085
H 4.507 -3.709 -3.434 0.107
H 4.744 -2.862 -4.926 0.118
H 5.758 -1.012 -3.901 0.113
H 4.868 -1.297 -2.345 0.089
H 6.842 -3.493 -3.012 0.099
H 9.214 -1.257 -1.799 0.089
H 8.121 -0.065 -1.016 0.067
H 7.990 -0.454 -2.753 0.069
H 7.969 -2.410 0.490 0.073
H 6.301 -1.906 0.331 0.080
H 6.720 -3.532 -0.153 0.085
H -1.181 0.414 -2.153 -0.010
H -1.919 -1.887 -2.517 0.087
H -0.592 -2.194 -3.593 0.076
H -2.827 -1.582 -4.713 0.064
H -1.421 -0.653 -5.255 0.056
H -2.581 0.019 -4.094 0.051
F -1.568 -2.464 1.132 -0.872
C 2.552 5.834 0.135 -1.523
Cl 4.245 5.428 0.426 0.520
Cl 2.399 7.462 -0.530 0.530
Cl 1.829 4.637 -0.936 0.589
H 2.029 5.803 1.080 0.017
C 4.131 1.814 3.721 -1.535
Cl 4.316 3.104 2.532 0.534
Cl 4.893 2.260 5.251 0.506
Cl 2.428 1.427 3.958 0.544
H 4.627 0.930 3.340 0.014
C 10.085 3.358 -3.362 -0.157
O 8.877 2.608 -3.417 -0.134
H 9.884 4.270 -2.805 0.077
H 10.871 2.795 -2.851 0.077
H 10.426 3.623 -4.366 0.074
H 9.057 1.801 -3.909 0.069
Br 5.576 3.463 8.787 0.601
C 5.917 1.790 9.724 -0.687
C 4.797 0.808 9.526 -0.674
Br 3.228 1.266 10.590 0.648
H 6.084 2.043 10.766 0.055
H 6.841 1.404 9.298 0.043
H 5.094 -0.181 9.866 0.052
H 4.466 0.749 8.494 0.049
C 11.167 0.607 8.107 -0.171
C 10.319 -0.614 8.446 -0.170
C 9.692 -0.198 9.768 -0.206
O 9.551 1.228 9.726 -0.157
C 10.289 1.743 8.610 -0.202
H 11.406 0.695 7.048 0.112
H 12.104 0.579 8.667 0.113
H 9.543 -0.751 7.689 0.114
H 10.888 -1.539 8.520 0.112
H 10.340 -0.452 10.613 0.117
H 8.714 -0.653 9.933 0.112
H 9.572 2.059 7.844 0.117
H 10.864 2.613 8.926 0.117
C -9.895 4.338 -2.321 -0.182
O -8.573 4.772 -2.556 -0.116
H -10.576 5.158 -2.536 0.079
H -10.135 3.486 -2.975 0.057
H -10.018 4.033 -1.276 0.075
H -7.996 4.026 -2.362 0.005
C 1.847 -3.996 11.900 -0.111
C 1.864 -2.492 11.648 -0.265
C 1.857 -2.135 10.158 -0.208
C 3.043 -2.673 9.490 -0.243
N 3.987 -3.095 8.984 0.146
H 2.738 -4.478 11.495 0.071
H 1.822 -4.203 12.970 0.071
H 0.970 -4.461 11.445 0.076
H 2.745 -2.057 12.121 0.106
H 0.990 -2.038 12.118 0.108
H 1.863 -1.054 10.029 0.039
H 0.966 -2.536 9.673 0.122
C -8.757 -2.472 -5.034 -0.072
C -8.871 -1.187 -4.211 -0.206
C -9.613 -1.306 -2.888 -0.090
N -11.142 -1.494 -2.956 -0.240
C -11.719 -1.004 -4.259 -0.083
C -13.243 -0.978 -4.270 -0.220
C -13.777 -0.143 -3.122 -0.490
C -13.244 -0.656 -1.800 -0.186
C -11.723 -0.694 -1.807 -0.082
C -11.433 -2.948 -2.750 0.044
H -9.723 -2.926 -5.274 0.053
H -8.264 -2.259 -5.980 0.092
H -8.158 -3.217 -4.509 0.088
H -9.276 -0.380 -4.823 0.110
H -7.854 -0.871 -3.966 0.113
H -9.437 -0.392 -2.323 0.133
H -9.222 -2.129 -2.291 0.137
H -11.338 0.004 -4.408 0.151
H -11.353 -1.650 -5.051 0.133
H -13.585 -0.553 -5.218 0.141
H -13.652 -1.997 -4.226 0.080
H -14.872 -0.178 -3.119 -0.407
H -13.482 0.902 -3.256 0.155
H -13.654 -1.653 -1.581 0.103
H -13.579 0.000 -0.994 0.143
H -11.331 -1.125 -0.888 0.155
H -11.338 0.320 -1.912 0.147
H -11.052 -3.237 -1.775 0.126
H -10.934 -3.514 -3.531 0.114
H -12.503 -3.126 -2.788 0.094
Cs -16.009 -1.187 -3.190 1.724
```

# 5
DFT (ωB97M-V with the def2-TZVPD basis set) results for a cluster of 11 separate species, C50H102BN3O19 in total at a distorted geometry.

Computed properties:
- Max |F|: 1.9 eV/A
- HOMO-LUMO gap: 8.460 eV
- Total charge: 0
- Relative energy (zero: lowest compared OMol25 entry of this formula, charge and spin): 0.0 kcal per mole
- Structure (SMILES): COB(O)[C@@H](CCCOC(C)=O)O[C@H](COCOCCO)[C@H](N)NCCCCN(C)C(C)=O.CC(C)=O.CC(C)=O.CC(C)=O.CC(C)=O.CC(C)=O.CC(C)=O.CC(C)=O.CC(C)=O.CC(C)=O.CC(C)=O

```
175
Properties=species:S:1:pos:R:3:lowdin_charge:R:1
C 4.215 -1.584 1.525 -0.050
O 4.271 -0.521 0.568 0.013
B 4.498 0.699 1.190 -0.558
O 5.792 1.180 1.228 0.181
C 3.254 1.502 1.792 -0.209
C 3.660 2.936 2.180 -0.114
C 2.471 3.902 2.364 -0.135
C 2.276 4.906 1.230 -0.161
O 1.155 4.672 0.361 0.015
C -0.088 4.694 0.868 -0.505
C -0.397 5.428 2.140 0.004
O -0.997 4.169 0.228 0.062
O 2.221 1.616 0.821 -0.064
C 1.449 0.444 0.605 -0.239
C 1.182 0.347 -0.898 -0.106
O 1.032 1.667 -1.356 -0.098
C 0.409 1.795 -2.578 -0.240
O 1.268 1.522 -3.667 -0.087
C 2.612 1.810 -3.341 -0.184
C 2.871 3.259 -2.933 -0.198
O 3.485 3.335 -1.653 -0.064
C 0.125 0.579 1.353 -0.345
N 0.439 0.556 2.808 0.074
N -0.823 -0.479 1.013 0.009
C -1.927 -0.026 0.141 -0.209
C -3.262 0.080 0.894 -0.161
C -3.555 1.515 1.351 -0.173
C -5.007 1.905 1.106 -0.195
N -5.278 1.821 -0.343 -0.109
C -4.697 2.975 -1.082 -0.016
C -6.688 1.743 -0.575 -0.457
C -7.614 2.758 0.075 0.006
O -7.167 0.873 -1.302 0.070
H 5.132 -1.597 2.111 0.093
H 4.148 -2.525 1.009 0.080
H 3.365 -1.467 2.193 0.083
H 6.258 0.895 2.014 0.109
H 2.896 0.995 2.688 0.133
H 4.301 2.920 3.051 0.116
H 4.273 3.317 1.369 0.107
H 2.687 4.493 3.250 0.111
H 1.566 3.348 2.584 0.111
H 3.131 4.893 0.573 0.113
H 2.213 5.918 1.611 0.110
H -0.947 4.788 2.811 0.088
H -1.061 6.241 1.885 0.087
H 0.448 5.830 2.676 0.068
H 1.947 -0.452 0.965 0.135
H 0.290 -0.231 -1.113 0.112
H 2.032 -0.148 -1.367 0.131
H 0.066 2.823 -2.629 0.115
H -0.468 1.155 -2.647 0.135
H 3.188 1.587 -4.232 0.120
H 2.992 1.150 -2.572 0.109
H 3.554 3.738 -3.621 0.115
H 1.944 3.823 -2.907 0.115
H 3.030 2.697 -1.091 0.054
H -0.294 1.553 1.157 0.137
H 0.810 -0.370 2.992 0.066
H -0.459 0.552 3.275 0.067
H -0.347 -1.233 0.539 0.103
H -1.683 0.931 -0.308 0.110
H -2.052 -0.724 -0.681 0.065
H -3.157 -0.535 1.778 0.102
H -4.072 -0.318 0.299 0.083
H -2.932 2.227 0.822 0.081
H -3.327 1.624 2.407 0.109
H -5.198 2.909 1.485 0.111
H -5.639 1.172 1.598 0.125
H -4.077 2.607 -1.887 0.026
H -4.125 3.590 -0.401 0.092
H -5.498 3.590 -1.485 0.082
H -8.115 3.288 -0.725 0.073
H -7.117 3.497 0.686 0.072
H -8.324 2.203 0.671 0.069
C 7.171 -4.802 -1.055 -0.021
C 6.407 -5.058 0.217 -0.494
C 7.177 -5.587 1.400 -0.034
O 5.216 -4.844 0.273 0.053
H 6.494 -4.420 -1.810 0.057
H 7.958 -4.065 -0.880 0.088
H 7.621 -5.724 -1.425 0.089
H 7.960 -4.882 1.682 0.086
H 7.636 -6.545 1.153 0.088
H 6.508 -5.727 2.243 0.067
C 4.936 -6.440 -5.919 -0.020
C 5.343 -5.977 -4.544 -0.493
C 4.258 -5.329 -3.716 -0.005
O 6.472 -6.113 -4.129 0.060
H 5.790 -6.883 -6.427 0.080
H 4.139 -7.180 -5.843 0.088
H 4.573 -5.587 -6.494 0.070
H 3.437 -6.030 -3.567 0.092
H 3.875 -4.449 -4.234 0.073
H 4.651 -5.036 -2.747 0.058
C 3.581 -1.689 -6.967 -0.019
C 2.569 -2.648 -6.388 -0.505
C 1.524 -2.063 -5.470 -0.013
O 2.597 -3.829 -6.646 0.052
H 4.273 -2.232 -7.606 0.080
H 3.075 -0.924 -7.557 0.085
H 4.138 -1.205 -6.164 0.085
H 0.938 -1.312 -6.000 0.089
H 2.001 -1.592 -4.609 0.084
H 0.862 -2.852 -5.122 0.077
C -2.979 -2.945 -3.980 -0.018
C -2.883 -1.903 -2.890 -0.473
C -4.159 -1.201 -2.506 -0.010
O -1.827 -1.651 -2.356 0.043
H -1.996 -3.374 -4.161 0.073
H -3.666 -3.737 -3.680 0.085
H -3.346 -2.489 -4.900 0.085
H -4.892 -1.924 -2.141 0.098
H -4.572 -0.672 -3.365 0.083
H -3.955 -0.477 -1.722 0.049
C -2.350 7.476 6.632 -0.023
C -2.216 7.564 5.130 -0.493
C -2.664 8.850 4.479 -0.020
O -1.773 6.648 4.480 0.070
H -1.996 6.506 6.972 0.081
H -1.758 8.260 7.106 0.084
H -3.395 7.598 6.921 0.085
H -2.084 9.688 4.870 0.085
H -3.721 9.025 4.686 0.085
H -2.518 8.784 3.404 0.080
C -9.842 -1.063 1.565 -0.018
C -9.485 -0.239 2.779 -0.504
C -10.406 -0.342 3.972 -0.025
O -8.508 0.469 2.793 0.063
H -9.104 -0.897 0.784 0.078
H -9.858 -2.123 1.825 0.085
H -10.827 -0.775 1.194 0.086
H -10.445 -1.373 4.326 0.084
H -11.412 -0.025 3.695 0.084
H -10.037 0.297 4.771 0.080
C -7.353 5.384 -3.622 -0.018
C -7.359 6.294 -2.417 -0.507
C -8.627 7.070 -2.148 -0.024
O -6.394 6.396 -1.698 0.070
H -6.386 4.892 -3.699 0.046
H -8.131 4.626 -3.525 0.091
H -7.533 5.963 -4.530 0.089
H -9.460 6.383 -1.995 0.084
H -8.855 7.721 -2.993 0.084
H -8.497 7.677 -1.256 0.081
C 9.608 -7.077 5.914 -0.019
C 8.453 -6.448 5.174 -0.505
C 7.660 -5.395 5.908 -0.015
O 8.174 -6.775 4.045 0.047
H 10.088 -7.814 5.276 0.083
H 10.337 -6.313 6.189 0.085
H 9.249 -7.567 6.820 0.085
H 8.309 -4.562 6.183 0.086
H 7.223 -5.818 6.813 0.088
H 6.863 -5.028 5.266 0.080
C -4.722 3.107 -5.178 -0.005
C -3.758 2.785 -4.060 -0.480
C -2.567 3.689 -3.881 0.007
O -3.926 1.845 -3.320 0.030
H -5.529 2.378 -5.183 0.089
H -5.140 4.104 -5.034 0.060
H -4.204 3.077 -6.138 0.088
H -2.895 4.704 -3.651 0.097
H -1.955 3.698 -4.785 0.095
H -1.981 3.306 -3.052 0.065
C 6.331 -9.419 5.075 -0.023
C 4.915 -9.942 5.061 -0.505
C 4.275 -10.125 3.706 -0.023
O 4.324 -10.200 6.082 0.068
H 6.671 -9.335 6.106 0.081
H 6.990 -10.103 4.538 0.091
H 6.373 -8.436 4.605 0.067
H 4.852 -10.835 3.112 0.084
H 4.239 -9.171 3.178 0.085
H 3.263 -10.503 3.832 0.080
```